A 8-piece molecular cluster, C46H89BF4N3O8 overall in a non-equilibrium geometry, computed with ωB97M-V/def2-TZVPD.

* DFT total energy: -81530.4727 eV
* HOMO-LUMO gap: 6.627 eV
* net charge: +1
* HOMO energy: -10.41 eV
* E_LUMO: -3.8 eV

Element x y z (Å)
C (0.04420, -1.02353, 4.49341)
C (1.31904, -0.04815, 4.20217)
C (1.95069, -0.56319, 2.80547)
C (3.04479, 0.43861, 2.17358)
C (2.77556, 0.60869, 0.59370)
C (2.75023, -0.78248, -0.22578)
C (1.60596, -0.78468, -1.38441)
C (0.10901, -0.89495, -0.79696)
C (-0.39612, -2.44766, -0.71178)
C (-1.97943, -2.57573, -0.92858)
C (-2.55197, -4.07466, -0.83057)
C (-3.23196, -4.44965, 0.57350)
C (-4.35137, -3.37184, 1.00923)
C (-5.77320, -4.01374, 1.41655)
C (-6.98929, -2.92980, 1.30328)
C (-7.11530, -2.11016, 2.69741)
C (-6.89556, -0.50924, 2.49612)
C (-5.40661, -0.20250, 1.89309)
C (-5.02152, 1.32961, 1.90898)
C (-5.77185, 2.47712, 1.21175)
B (-7.08445, 2.52632, 0.25658)
O (-8.36529, 1.92787, 0.55829)
N (-6.93058, 3.31236, -1.02656)
C (-8.07423, 3.04949, -1.95814)
C (-5.69362, 2.68205, -1.66966)
N (-5.18860, 3.79859, 1.45236)
C (-4.05240, 3.50741, 2.27786)
N (-3.93395, 2.07660, 2.52857)
C (-2.82215, 1.52370, 3.32213)
F (-2.65720, 0.13134, 3.26148)
F (-2.88023, 2.04435, 4.66601)
C (-1.44804, 2.15420, 2.70137)
F (-1.11294, 3.41934, 3.25184)
F (-1.49208, 2.13751, 1.26558)
H (-0.55967, -1.18424, 3.52414)
H (0.49258, -2.05741, 4.74788)
H (-0.63549, -0.62576, 5.32609)
H (2.07935, -0.08889, 5.07451)
H (1.01315, 1.05091, 4.08428)
H (2.46147, -1.58265, 2.93289)
H (1.10823, -0.67384, 2.02368)
H (4.11052, 0.06314, 2.38447)
H (2.95669, 1.47248, 2.65468)
H (1.76354, 1.12810, 0.37218)
H (3.60650, 1.28031, 0.15263)
H (3.75687, -0.83220, -0.79800)
H (2.71292, -1.71798, 0.42748)
H (1.85212, -1.64272, -2.11164)
H (1.72272, 0.19908, -1.95475)
H (-0.58552, -0.35860, -1.55020)
H (0.01693, -0.34349, 0.20055)
H (-0.06811, -2.82226, 0.31738)
H (0.14831, -2.99016, -1.55796)
H (-2.48209, -1.81870, -0.23283)
H (-2.19840, -2.21231, -2.00790)
H (-1.65176, -4.79456, -0.98114)
H (-3.33125, -4.25544, -1.66960)
H (-3.68867, -5.50434, 0.60694)
H (-2.38789, -4.42647, 1.36420)
H (-4.53621, -2.64051, 0.13264)
H (-3.93635, -2.81262, 1.91911)
H (-6.07354, -4.92356, 0.78713)
H (-5.69353, -4.33222, 2.52217)
H (-6.86423, -2.21963, 0.41381)
H (-7.99417, -3.47211, 1.15224)
H (-8.20623, -2.22604, 3.06166)
H (-6.44817, -2.55219, 3.51500)
H (-7.73627, -0.16390, 1.80808)
H (-6.91851, -0.02661, 3.53956)
H (-4.70460, -0.90856, 2.44113)
H (-5.43535, -0.53688, 0.78664)
H (-8.82032, 2.43391, 1.27936)
H (-7.95243, 3.79576, -2.83795)
H (-7.97433, 2.00061, -2.42814)
H (-9.10477, 3.25272, -1.51843)
H (-5.71262, 1.54861, -1.45301)
H (-4.72396, 3.13418, -1.25652)
H (-5.70018, 2.82047, -2.80978)
H (-5.57057, 4.68345, 1.09228)
H (-3.38169, 4.35827, 2.61951)
H (-0.61689, 1.41080, 2.99051)
C (5.96189, 1.71271, -2.10823)
C (6.32348, 0.38948, -2.73048)
O (5.50943, -0.51215, -2.81575)
C (7.72917, 0.22578, -3.24214)
H (4.91857, 1.68756, -1.78467)
H (6.59426, 1.89918, -1.23727)
H (6.08181, 2.51326, -2.84123)
H (8.43958, 0.34599, -2.42191)
H (7.92701, 0.96078, -4.02581)
H (7.84718, -0.77467, -3.66276)
C (11.44485, -2.57431, -0.42961)
C (10.11993, -1.98719, -0.83762)
O (9.64512, -2.20200, -1.93818)
C (9.40628, -1.12453, 0.16857)
H (11.84424, -3.17236, -1.25171)
H (12.15213, -1.77332, -0.20329)
H (11.31294, -3.22010, 0.44125)
H (10.02420, -0.25984, 0.42076)
H (9.18412, -1.70645, 1.06588)
H (8.46586, -0.77034, -0.26046)
C (-2.14163, 4.36716, -0.64038)
C (-1.53933, 4.61984, -1.99840)
O (-1.42808, 3.72353, -2.81396)
C (-1.08304, 6.02044, -2.30347)
H (-2.42456, 3.31514, -0.56060)
H (-1.41030, 4.59304, 0.13900)
H (-3.03616, 4.98187, -0.51099)
H (-0.30612, 6.31946, -1.60008)
H (-1.92889, 6.70747, -2.24668)
H (-0.67183, 6.05417, -3.31484)
C (13.21270, 0.85943, 2.97250)
C (11.88770, 1.44742, 2.56658)
O (11.41092, 1.23327, 1.46644)
C (11.17485, 2.31047, 3.57322)
H (13.61065, 0.26139, 2.14973)
H (13.92097, 1.65950, 3.19804)
H (13.08161, 0.21353, 3.84329)
H (11.79264, 3.17490, 3.82547)
H (10.95329, 1.72889, 4.47067)
H (10.23473, 2.66493, 3.14484)
C (0.78565, 7.83445, 0.94656)
C (-0.50886, 8.48385, 0.53328)
O (-0.99144, 8.28888, -0.56836)
C (-1.18322, 9.38361, 1.53468)
H (1.15817, 7.21511, 0.12748)
H (1.53037, 8.60049, 1.17218)
H (0.62072, 7.19857, 1.81921)
H (-0.52574, 10.21829, 1.78637)
H (-1.43559, 8.81652, 2.43352)
H (-2.10372, 9.78128, 1.10166)
C (-0.60361, -8.37488, -3.31570)
C (-0.56022, -6.99550, -2.71610)
O (-1.07997, -6.75632, -1.63993)
C (0.14977, -5.92214, -3.49697)
H (-1.14636, -9.04424, -2.64458)
H (-1.12251, -8.34597, -4.27632)
H (0.41160, -8.75626, -3.44468)
H (-0.33591, -5.78467, -4.46560)
H (1.19861, -6.19425, -3.63376)
H (0.10173, -4.98083, -2.94448)
C (-3.95944, -3.69917, -5.62848)
C (-4.06700, -5.09805, -5.08193)
O (-3.19125, -5.92078, -5.27404)
C (-5.30020, -5.43950, -4.28839)
H (-3.02097, -3.59629, -6.17770)
H (-4.78828, -3.50229, -6.31192)
H (-3.96583, -2.97806, -4.80806)
H (-6.18865, -5.31996, -4.91222)
H (-5.36603, -4.79557, -3.40844)
H (-5.24159, -6.47884, -3.95785)



A 2-piece molecular cluster, C11H15N overall in a non-equilibrium geometry, computed with ωB97M-V/def2-TZVPD.

* relative energy (zero: lowest compared OMol25 entry of this formula, charge and spin): 200.9 kJ/mol
* DFT total energy: -13138.7086 eV
* HOMO-LUMO gap: 9.004 eV
* net charge: 0
* SMILES: Cc1c[nH]c2ccccc12.CC
* HOMO energy: -8.09 eV
* E_LUMO: 0.9 eV

Element x y z (Å)
C (3.61999, -0.27787, 2.18354)
C (0.55084, -0.31874, 0.16352)
C (1.73647, 0.30939, 0.75217)
C (2.23095, -0.62174, 1.70492)
C (1.52118, -1.73492, 1.73486)
C (0.33458, 1.63914, -1.12942)
C (-0.14645, 0.39851, -0.86979)
C (1.25519, 2.32653, -0.33771)
C (2.10952, 1.63301, 0.56341)
N (0.40767, -1.58835, 0.81029)
H (0.01829, 2.02676, -2.18842)
H (-0.84379, 0.02935, -1.62090)
H (1.49032, 3.29831, -0.68028)
H (3.04545, 2.15358, 0.92860)
H (-0.40011, -2.16853, 0.78808)
H (1.68845, -2.64752, 2.21200)
H (4.10883, -1.09445, 2.69612)
H (3.58672, 0.53465, 2.97070)
H (4.35578, -0.03704, 1.36157)
C (-3.64019, -1.04942, -2.00732)
C (-4.08177, 0.06965, -1.04323)
H (-4.39646, -1.84731, -2.05202)
H (-3.55385, -0.85428, -3.03734)
H (-2.67461, -1.29909, -1.71800)
H (-5.14183, 0.25345, -1.01899)
H (-3.43258, 1.05047, -1.14292)
H (-3.74859, -0.18352, -0.02347)



A 2-piece molecular cluster, CH4ClNOS2 overall in a non-equilibrium geometry, computed with ωB97M-V/def2-TZVPD.

* relative energy (zero: lowest compared OMol25 entry of this formula, charge and spin): 121.5 kJ/mol
* DFT total energy: -38829.6105 eV
* HOMO-LUMO gap (alpha / beta): 7.974 / 7.711 eV
* net charge: 0
* HOMO energy (alpha / beta): -8.99 / -8.76 eV
* E_LUMO (alpha / beta): -1.0 / -1.0 eV

Element x y z (Å)
C (-1.97690, -0.02529, -0.30811)
N (2.91690, -0.62304, 0.24197)
O (-1.20006, 2.39235, -0.27547)
S (1.74711, 0.56949, 0.17398)
S (-1.33157, 1.35366, 0.76889)
Cl (-2.11162, -1.56778, 0.53113)
H (-3.09140, 0.18954, -0.66714)
H (-1.11071, -0.16115, -1.01301)
H (2.72963, -1.25957, -0.49863)
H (3.42863, -0.86821, 1.04640)



A 2-piece molecular cluster, C25H31ClFN5O3 overall in a non-equilibrium geometry, computed with ωB97M-V/def2-TZVPD.

* relative energy (zero: lowest compared OMol25 entry of this formula, charge and spin): 0.0 kJ/mol
* DFT total energy: -55261.9129 eV
* HOMO-LUMO gap: 7.890 eV
* net charge: 0
* SMILES: COc1ccc(N(C)c2nc(Cl)nc3cc(F)ccc23)cc1.CC[C@H](C)[C@H](NC(C)=O)C(=O)NC
* HOMO energy: -8.19 eV
* E_LUMO: -0.3 eV

Element x y z (Å)
O (2.58730, 3.11679, 2.08983)
O (3.28991, 0.60656, 6.14770)
F (0.04109, 0.30840, 1.00780)
Cl (0.42597, -5.48946, -3.48624)
N (-1.32416, -3.52567, -3.78013)
N (0.18088, -3.32137, -1.99515)
O (-3.79232, 3.43355, -5.61531)
C (2.81564, 2.30441, 2.97258)
C (2.19055, 0.73510, 5.61564)
C (-0.30996, -3.97219, -3.04625)
C (-2.21328, 1.56956, -5.25755)
C (-4.59755, 1.27569, -5.11150)
C (-2.02813, 0.21562, -4.94638)
C (-4.41381, -0.07328, -4.79145)
C (-1.60030, 0.14854, -0.69742)
C (-0.46641, -0.34595, -0.06013)
C (-3.50726, 2.11868, -5.33298)
C (-3.12713, -0.62094, -4.69226)
C (0.11421, -1.52420, -0.52647)
C (-1.92043, -2.38433, -3.44588)
C (-2.13142, -0.51352, -1.80500)
C (-0.40604, -2.19080, -1.62998)
C (-1.50945, -1.67679, -2.30790)
N (1.17251, 1.35632, 6.22371)
N (-2.96396, -1.96378, -4.29986)
N (1.93215, 1.32862, 3.19757)
C (-2.71902, 4.38154, -5.54397)
C (4.09465, 2.42757, 3.77371)
C (1.23551, 1.89391, 7.58181)
C (-3.62456, -2.99251, -5.13742)
C (3.32468, -0.71569, 1.23181)
C (2.50479, -2.17007, 4.70581)
C (2.57565, -1.49104, 2.32661)
C (2.80603, -0.98149, 3.76960)
C (1.92623, 0.23140, 4.18504)
H (-1.33486, 2.17673, -5.44363)
H (-5.60037, 1.68572, -5.17563)
H (-1.02156, -0.18839, -4.89605)
H (-5.28068, -0.69416, -4.59121)
H (-2.07275, 1.05223, -0.32490)
H (0.98401, -1.94523, -0.04255)
H (-3.03301, -0.10542, -2.25160)
H (0.31460, 1.46966, 5.70737)
H (1.16024, 1.34708, 2.54795)
H (-3.11727, 5.39431, -5.65309)
H (-2.20586, 4.31885, -4.57897)
H (-1.99621, 4.21047, -6.34807)
H (4.75944, 3.12793, 3.27088)
H (3.86331, 2.80672, 4.76672)
H (4.58672, 1.46131, 3.84958)
H (1.58943, 1.12101, 8.26759)
H (1.93292, 2.73334, 7.61539)
H (0.24917, 2.23210, 7.90237)
H (-4.55458, -2.62523, -5.57983)
H (-2.96062, -3.29910, -5.95227)
H (-3.87344, -3.87321, -4.53649)
H (2.86419, 0.25183, 1.04692)
H (4.36739, -0.57746, 1.51930)
H (3.29398, -1.28573, 0.30303)
H (3.15480, -3.01057, 4.45936)
H (2.70091, -1.90456, 5.74439)
H (1.46517, -2.48250, 4.60295)
H (1.50799, -1.50572, 2.11723)
H (2.93100, -2.52035, 2.25596)
H (3.86001, -0.72613, 3.88220)
H (0.90334, -0.14473, 4.19515)